(P)
# H39O19

A cluster of 19 separate species, H39O19 in total (the ωB97M-V functional and the def2-TZVPD basis, the OMol25 dataset).

Element x y z (Å)
O -2.95 2.19 -2.20
H -2.54 1.38 -1.82
H -2.66 2.79 -1.49
O -2.97 -1.73 -1.63
H -3.67 -2.41 -1.76
H -2.34 -2.09 -2.35
O -0.96 1.51 3.77
H -0.61 2.27 4.27
H -1.72 1.91 3.25
O 2.42 1.95 -1.93
H 2.39 2.85 -2.31
H 1.96 1.40 -2.57
O -2.44 0.15 0.04
H -2.87 -0.49 -0.57
H -1.99 -0.24 0.80
O -0.43 2.39 -1.84
H -0.92 2.24 -2.69
H -0.48 3.33 -2.11
O 0.27 -1.32 3.35
H 0.53 -1.76 4.18
H 0.22 -0.40 3.67
O -0.23 3.66 2.12
H -0.17 4.58 2.40
O 3.77 -0.06 -1.12
H 4.32 -0.40 -0.42
H 4.26 0.58 -1.62
O -0.34 -3.66 -1.09
H 0.41 -3.77 -1.70
H 2.19 -1.58 -2.90
O -3.67 -0.72 1.96
H -4.36 -1.35 1.75
H -4.11 0.04 2.39
O 3.09 3.26 0.36
H 3.25 2.44 -0.14
H 3.10 2.98 1.28
O 0.13 0.86 1.50
H -0.06 -4.24 -0.35
H -1.05 0.33 -0.81
O 2.66 0.01 1.80
H 2.32 -0.36 2.70
H 1.70 0.28 1.56
O -1.16 -1.91 -3.41
H -0.64 -1.09 -3.52
H -0.52 -2.47 -2.95
O -0.81 -1.73 0.93
H -0.62 -1.66 1.95
H -1.37 -2.51 0.93
O 0.00 0.22 -0.72
H 0.24 -0.47 -0.10
H 0.49 1.03 -0.56
O 1.56 -2.25 -3.16
H 1.70 -2.78 -3.96
H -0.64 0.36 1.85
O 2.34 -3.17 0.96
H 2.43 -3.63 0.11
H 1.96 -2.28 1.02
H -0.09 1.79 1.76
H -0.33 3.76 1.14

- frontier orbital gap (hartree) = 0.3866
- multiplicity = 1
- net charge = +1

(Q)
# H39O19

A cluster of 19 separate species, H39O19 in total (the ωB97M-V functional and the def2-TZVPD basis, the OMol25 dataset).

Element x y z (Å)
O -4.20 -1.77 -0.36
H 1.50 0.30 -0.79
H -3.81 -1.21 -1.03
O 2.24 2.67 -0.31
H 1.31 2.30 -0.33
H 2.01 3.52 0.07
O -0.96 -1.65 4.04
H 0.68 0.47 1.49
H -1.52 -0.88 3.91
O 2.97 1.41 -2.83
H 3.13 1.66 -3.75
H -1.03 -3.21 2.30
O 1.40 2.18 3.36
H 2.19 2.64 3.65
H 0.69 2.81 3.31
O -0.33 2.21 0.16
H -0.47 1.82 -0.73
H -1.11 2.77 0.33
O 1.56 -2.08 0.28
H 2.46 -0.32 -1.82
H 1.78 -2.91 -0.17
O 1.47 -0.36 -1.58
H 2.07 -1.30 0.06
O -3.44 2.06 -1.64
H -2.70 1.52 -1.92
H -3.83 2.42 -2.43
O -2.48 3.72 0.47
H -3.42 3.68 0.22
H -4.29 0.32 1.03
O 0.75 -1.96 -3.65
H -1.03 -1.90 3.10
H 1.08 -1.20 -3.17
O -0.12 -3.70 2.48
H -0.38 -4.60 2.66
H 1.44 -2.35 -4.17
O 1.62 0.20 1.47
H -2.19 4.44 -0.11
H -4.38 -2.68 -0.60
O 4.25 0.20 1.31
H 4.88 -0.35 1.79
H 2.64 2.28 -2.47
O 1.79 -1.94 2.88
H 1.84 -2.16 1.83
H 0.97 -2.45 3.21
O 0.41 1.74 -4.29
H -1.58 -2.67 0.02
H 0.12 2.57 -4.71
O -2.04 -2.59 0.87
H 1.30 1.52 -4.52
H -2.40 -1.71 0.69
O -3.71 0.93 0.57
H -4.16 1.39 -0.17
H 1.25 -1.08 2.66
O -1.13 -2.96 -1.56
H -0.12 -2.84 -1.82
H -1.45 -3.07 -2.49
H 1.95 1.03 1.81
H 4.57 1.09 1.40

- frontier orbital gap (hartree) = 0.3868
- multiplicity = 1
- net charge = +1

Most stable structure: (Q)

(P)
# C5H13N2O

A cluster of 2 separate species, C5H13N2O in total (the ωB97M-V functional and the def2-TZVPD basis, the OMol25 dataset).

Element x y z (Å)
O -0.82 -0.02 -0.55
C -0.53 -1.16 0.00
C 0.55 -1.51 0.83
C 1.50 -0.43 1.41
C 2.57 0.11 0.43
C 2.05 0.36 -1.00
N 1.22 1.58 -0.91
N -5.29 0.62 0.06
H -1.27 -1.95 -0.23
H 0.59 -2.58 0.99
H 0.89 0.47 1.61
H 2.05 -0.77 2.30
H 3.44 -0.61 0.39
H 2.94 1.07 0.77
H 2.89 0.55 -1.67
H 1.52 -0.54 -1.36
H 0.27 1.30 -1.06
H 1.52 2.29 -1.57
H -6.04 1.12 0.48
H -5.04 -0.28 0.61
H -5.57 0.43 -0.88

- frontier orbital gap (hartree) = 0.1219
- multiplicity = 1
- net charge = +1

(Q)
# C5H13N2O

A cluster of 2 separate species, C5H13N2O in total (the ωB97M-V functional and the def2-TZVPD basis, the OMol25 dataset).

Element x y z (Å)
C 2.01 0.32 0.20
C 2.57 -0.99 0.35
C -0.51 -0.98 -1.15
C -1.17 0.19 1.07
C -0.21 0.13 -0.15
N 2.41 1.44 0.20
N -2.49 0.64 0.53
O -0.48 1.39 -0.73
H 2.47 -1.40 1.43
H 3.54 -1.26 0.07
H 2.07 -1.74 -0.22
H -1.54 -1.39 -1.14
H -0.40 -0.76 -2.21
H 0.24 -1.75 -1.02
H -1.26 -0.84 1.58
H -0.74 0.83 1.82
H 2.02 2.32 -0.20
H -1.87 1.21 -0.10
H -3.01 1.29 1.23
H -3.16 0.05 0.06
H -0.48 1.30 -1.63

- frontier orbital gap (hartree) = 0.3168
- multiplicity = 1
- net charge = +1

(R)
# C5H13N2O

A cluster of 2 separate species, C5H13N2O in total (the ωB97M-V functional and the def2-TZVPD basis, the OMol25 dataset).

Element x y z (Å)
C 1.70 1.16 0.34
O 0.54 1.43 1.22
C 1.94 -0.35 0.26
C 1.02 -1.15 -0.73
C -0.30 -1.40 -0.06
C -1.17 -0.32 0.24
N -4.91 1.16 0.00
N 3.40 -0.39 0.03
H 1.54 1.51 -0.71
H 2.62 1.63 0.73
H -0.46 0.57 0.83
H 1.78 -0.70 1.31
H 0.90 -0.55 -1.64
H 1.54 -2.07 -1.03
H -0.59 -2.38 0.24
H -2.21 -0.54 0.15
H -5.82 1.50 0.11
H -4.18 1.87 -0.03
H -4.85 0.34 -0.59
H 3.84 0.03 -0.84
H 3.69 -1.34 0.18

- frontier orbital gap (hartree) = 0.1314
- multiplicity = 1
- net charge = +1

Most stable structure: (Q)

(P)
# C5H13N2O

A cluster of 2 separate species, C5H13N2O in total (the ωB97M-V functional and the def2-TZVPD basis, the OMol25 dataset).

Element x y z (Å)
C 1.69 1.15 -0.08
O 2.77 1.84 -0.77
C 1.95 -0.32 -0.17
C 0.84 -1.09 0.64
C -0.49 -1.12 -0.03
C -1.14 0.01 -0.17
N -5.42 0.22 0.00
N 3.24 -0.70 0.36
H 0.76 1.41 -0.61
H 1.61 1.47 0.96
H 2.38 2.42 -1.43
H 1.93 -0.65 -1.21
H 0.78 -0.49 1.57
H 1.31 -2.05 0.90
H -0.82 -2.02 -0.51
H -2.25 -0.14 -0.39
H -5.56 1.11 -0.46
H -4.98 0.38 0.89
H -6.24 -0.34 -0.03
H 3.77 0.01 0.84
H 3.87 -1.12 -0.32

- frontier orbital gap (hartree) = 0.1558
- multiplicity = 1
- net charge = +1

(Q)
# C5H13N2O

A cluster of 2 separate species, C5H13N2O in total (the ωB97M-V functional and the def2-TZVPD basis, the OMol25 dataset).

Element x y z (Å)
C -1.19 -0.79 -2.61
C -1.17 0.23 -1.48
N -1.85 -0.16 -0.33
O -0.61 1.32 -1.58
H -0.17 -0.94 -2.95
H -1.78 -0.40 -3.42
H -1.64 -1.78 -2.30
H -2.13 0.64 0.29
H -2.51 -0.89 -0.44
C 1.08 1.82 1.08
C 1.52 0.52 1.75
C 0.52 -1.61 1.16
N 1.28 -0.62 0.87
H 1.59 1.97 0.13
H -0.01 1.80 0.88
H 1.30 2.67 1.76
H 2.58 0.52 1.98
H 0.99 0.33 2.70
H 0.52 -2.50 0.52
H -0.11 -1.52 2.04
H 1.78 -0.62 -0.04

- frontier orbital gap (hartree) = 0.3147
- multiplicity = 1
- net charge = +1

Most stable structure: (Q)